Molecular formula: C8H7NSe
Method: DFT, wB97M-V/def2-TZVPD

Output
Strongest force on any atom   0.1167 Eh/bohr
Kohn-Sham gap   7.66 eV
Total energy   -75239.204 eV
HOMO level   -8.171 eV

```
17
Properties=species:S:1:pos:R:3:forces:R:3
C -1.16359 2.00891 0.20203 -5.5 1.5 0.9
C 2.16573 0.51365 -0.58557 -3.0 -0.8 0.6
C 1.72359 -0.68640 -1.02268 0.1 1.2 -0.6
C 1.36171 1.57879 -0.00767 1.8 2.3 1.6
C 0.38561 -1.22166 -1.17295 1.8 1.9 0.5
C 0.04906 1.67846 0.03317 4.0 -4.1 -1.9
C -0.62911 -0.49746 -0.82707 -1.6 2.3 1.2
C -1.89363 -0.97197 1.49717 0.1 -2.4 -1.5
N -2.34969 1.98718 0.26223 1.2 0.5 0.3
Se -2.38555 -0.58544 -0.43386 -0.2 -0.5 0.6
H 3.17966 0.65572 -0.58101 2.4 0.5 -0.1
H 2.45953 -1.26016 -1.50268 1.1 -1.0 -0.3
H 2.00441 2.42408 0.53284 -1.3 -1.6 -1.4
H 0.35075 -2.12826 -1.66683 -0.5 -2.1 -0.6
H -0.90028 -0.56160 1.49945 0.0 0.7 0.9
H -2.62945 -0.86187 2.27963 -0.1 1.1 -0.1
H -1.72875 -2.07198 1.49381 0.0 0.5 -0.2
```
Positions in Å, forces in eV/Å.

Molecular formula: C4H11N2O
Method: DFT, wB97M-V/def2-TZVPD

Output
Strongest force on any atom   0.1093 Eh/bohr
Net charge   -1
Kohn-Sham gap   6.83 eV
Total energy   -9348.294 eV
HOMO level   -3.103 eV

```
18
Properties=species:S:1:pos:R:3:forces:R:3
C 0.01592 0.18441 -1.48976 4.4 -2.4 2.6
N 1.25463 0.53939 -0.60760 -1.1 -2.3 -0.1
C -1.19327 1.10422 -1.06080 -3.5 -1.4 -0.3
C -1.68734 0.82780 0.37221 0.7 -0.2 1.6
N -1.65345 0.20959 -2.00571 -1.0 2.1 0.9
C 1.31469 -1.60632 1.61306 0.0 0.1 -2.7
O 1.36886 -0.30916 2.01568 -0.4 -0.5 -0.4
H 0.29911 0.36914 -2.49877 0.5 -0.3 -0.5
H -0.11303 -0.93223 -1.15442 0.2 2.2 -1.1
H 1.34083 0.04492 0.39260 -0.7 1.8 -0.9
H 1.54779 1.48506 -0.65048 -0.2 0.9 0.2
H -1.03878 2.16456 -1.32189 0.5 -0.2 0.0
H -0.84642 0.78273 1.13960 -0.8 0.6 -0.8
H -2.52643 1.49496 0.75507 1.1 -0.6 -0.7
H -2.05404 -0.21416 0.39898 -0.1 0.5 -0.3
H 1.79125 -2.32921 2.24769 0.2 -0.7 0.9
H 0.29683 -2.05073 1.26244 0.6 0.5 0.9
H 1.88285 -1.76497 0.59209 -0.3 0.0 1.0
```
Positions in Å, forces in eV/Å.

Molecular formula: C3H6N3
Method: DFT, wB97M-V/def2-TZVPD

Output
Strongest force on any atom   0.1285 Eh/bohr
Net charge   +1
Kohn-Sham gap   8.89 eV
Total energy   -7668.058 eV
HOMO level   -13.749 eV

```
12
Properties=species:S:1:pos:R:3:forces:R:3
C -0.77692 0.78666 -0.00909 4.5 -0.3 -0.4
C -3.11229 0.07587 0.03049 0.5 -0.1 -0.1
C 1.84391 -0.50053 0.09602 -3.9 5.2 -1.3
N -1.86030 0.24378 0.05850 -1.4 -0.9 -0.2
N 0.50454 -0.53107 -0.01376 0.2 4.4 0.8
N 2.57741 0.62050 0.00451 1.2 -1.4 0.3
H -3.60875 0.19762 0.98670 -0.5 -0.4 -0.2
H -3.55050 -0.16988 -0.94426 -0.3 0.2 0.6
H 0.09651 -1.37054 -0.23366 -0.9 -2.7 -0.1
H 2.12844 -1.44831 0.18178 2.8 -3.5 0.3
H 2.10719 1.51669 -0.18004 0.4 -0.7 0.2
H 3.65076 0.57920 0.02280 -2.5 0.1 0.1
```
Positions in Å, forces in eV/Å.

Energy relative to the best compared isomer or geometry (same formula, charge and spin) / kJ/mol: 462.9 597.8 320.2